DFT (the ωB97M-V functional and the def2-TZVPD basis) results for a cluster of 7 separate species, C33H79BN9O3 in total.

The HOMO energy comes out at -20.05 eV. Its total charge is +5. The value obtained for the frontier orbital gap is 10.094 eV. Its energy relative to the best compared isomer or geometry (same formula, charge and spin) is 2.745 eV. Its spin multiplicity is 1.

Last column: Löwdin charge in e.
Element x y z (Å)
B (6.416, 11.714, -15.786)  -0.40
H (6.470, 12.533, -14.983)  -0.02
H (6.213, 12.205, -16.798)  0.00
H (7.452, 11.233, -15.726)  -0.02
H (5.592, 10.975, -15.492)  -0.03
C (7.808, 15.861, -14.481)  -0.05
C (7.662, 17.373, -14.786)  -0.14
N (6.482, 17.707, -15.582)  -0.05
C (5.273, 17.972, -15.078)  -0.02
C (4.437, 18.453, -16.056)  0.03
N (5.273, 18.677, -17.122)  -0.08
C (6.464, 18.088, -16.895)  0.02
C (4.922, 19.331, -18.394)  0.05
H (8.688, 15.494, -13.958)  0.08
H (7.761, 15.293, -15.412)  0.05
H (6.907, 15.615, -13.916)  0.08
H (8.493, 17.806, -15.341)  0.12
H (7.559, 17.899, -13.839)  0.14
H (5.068, 17.782, -14.035)  0.15
H (3.371, 18.596, -16.021)  0.15
H (7.320, 18.073, -17.547)  0.15
H (5.861, 19.669, -18.823)  0.11
H (4.331, 20.217, -18.166)  0.12
H (4.317, 18.656, -18.994)  0.11
C (7.697, 7.779, -14.506)  -0.03
C (7.476, 8.001, -12.977)  -0.16
N (6.102, 7.986, -12.593)  -0.04
C (5.130, 8.908, -12.917)  -0.02
C (3.930, 8.441, -12.523)  0.00
N (4.188, 7.236, -11.854)  -0.08
C (5.473, 6.920, -12.023)  0.04
C (3.213, 6.477, -11.104)  0.03
H (7.282, 6.811, -14.797)  0.08
H (8.753, 7.671, -14.754)  0.09
H (7.250, 8.575, -15.099)  0.05
H (7.979, 8.924, -12.682)  0.12
H (8.039, 7.246, -12.429)  0.14
H (5.397, 9.841, -13.390)  0.12
H (2.910, 8.781, -12.567)  0.14
H (5.967, 6.061, -11.592)  0.18
H (3.590, 5.453, -11.095)  0.11
H (2.211, 6.582, -11.509)  0.11
H (3.216, 6.730, -10.042)  0.12
C (12.752, 11.216, -13.469)  -0.03
C (11.840, 12.388, -13.855)  -0.18
N (10.774, 12.681, -12.924)  -0.03
C (10.859, 13.493, -11.836)  0.01
C (9.614, 13.593, -11.250)  0.02
N (8.785, 12.808, -12.017)  -0.09
C (9.459, 12.422, -13.108)  -0.01
C (7.378, 12.562, -11.701)  0.03
H (13.490, 11.154, -14.268)  0.09
H (12.214, 10.268, -13.484)  0.08
H (13.191, 11.367, -12.486)  0.09
H (11.482, 12.309, -14.882)  0.11
H (12.448, 13.290, -13.963)  0.13
H (11.855, 13.712, -11.479)  0.15
H (9.242, 14.114, -10.384)  0.15
H (9.000, 11.994, -13.983)  0.14
H (6.982, 13.388, -11.112)  0.11
H (7.424, 11.715, -11.015)  0.11
H (6.759, 12.396, -12.578)  0.08
C (1.659, 13.720, -17.945)  0.05
N (0.971, 13.483, -16.595)  -0.35
C (-0.265, 14.300, -16.486)  0.01
C (0.563, 12.017, -16.506)  0.02
C (1.842, 13.713, -15.362)  -0.09
C (3.188, 13.014, -15.268)  -0.22
O (4.039, 13.353, -16.364)  -0.11
H (2.060, 14.727, -17.994)  0.11
H (0.808, 13.568, -18.607)  0.11
H (2.408, 12.961, -18.142)  0.10
H (-0.911, 14.104, -17.341)  0.12
H (0.039, 15.346, -16.531)  0.12
H (-0.856, 14.105, -15.594)  0.13
H (0.277, 11.747, -15.492)  0.12
H (1.419, 11.394, -16.762)  0.08
H (-0.244, 11.837, -17.213)  0.12
H (1.250, 13.541, -14.464)  0.14
H (1.934, 14.795, -15.484)  0.13
H (3.199, 11.928, -15.147)  0.11
H (3.685, 13.442, -14.390)  0.13
H (4.801, 12.734, -16.248)  -0.02
C (4.416, 6.032, -17.822)  0.03
N (3.299, 6.847, -17.207)  -0.33
C (2.004, 6.015, -17.383)  0.04
C (3.548, 6.876, -15.712)  0.00
C (3.105, 8.176, -17.969)  -0.06
C (4.069, 9.329, -17.630)  -0.22
O (5.362, 8.881, -17.313)  -0.08
H (4.227, 6.060, -18.892)  0.12
H (4.270, 5.029, -17.424)  0.11
H (5.397, 6.405, -17.547)  0.10
H (1.883, 5.765, -18.436)  0.12
H (1.230, 6.721, -17.090)  0.10
H (2.033, 5.095, -16.806)  0.12
H (3.583, 5.844, -15.361)  0.11
H (2.673, 7.283, -15.204)  0.10
H (4.473, 7.344, -15.386)  0.08
H (2.103, 8.488, -17.673)  0.12
H (3.095, 7.909, -19.023)  0.14
H (3.620, 10.062, -16.958)  0.10
H (4.307, 9.711, -18.633)  0.14
H (5.795, 9.649, -16.890)  0.04
C (9.588, 16.104, -19.405)  0.01
N (10.003, 15.077, -18.364)  -0.33
C (11.379, 14.590, -18.850)  0.05
C (10.043, 15.841, -17.031)  0.04
C (9.027, 13.904, -18.410)  -0.08
C (9.403, 12.707, -17.512)  -0.20
O (9.175, 12.929, -16.115)  -0.14
H (10.328, 16.901, -19.349)  0.12
H (8.661, 16.589, -19.097)  0.09
H (9.506, 15.664, -20.395)  0.12
H (11.609, 13.967, -17.983)  0.09
H (12.159, 15.344, -18.883)  0.13
H (11.196, 13.930, -19.692)  0.12
H (9.131, 16.416, -16.944)  0.07
H (11.010, 16.328, -17.154)  0.12
H (10.214, 15.174, -16.189)  0.09
H (9.021, 13.448, -19.401)  0.14
H (8.047, 14.292, -18.137)  0.14
H (10.441, 12.413, -17.673)  0.12
H (8.787, 11.859, -17.817)  0.13
H (8.319, 12.441, -16.001)  -0.02

---

DFT (the ωB97M-V functional and the def2-TZVPD basis) results for a cluster of 2 separate species, C12H14ClN2 in total.

The HOMO energy comes out at -8.70 eV. Its total charge is +1. The value obtained for the frontier orbital gap is 2.764 eV. Its energy relative to the best compared isomer or geometry (same formula, charge and spin) is 1.442 eV. Its spin multiplicity is 1.

Last column: natural (NBO) charge in e.
Element x y z (Å)
C (1.093, -3.265, -3.366)  -0.41
N (0.778, -2.368, -2.268)  -0.23
C (-0.422, -1.916, -2.103)  0.13
C (-0.748, -0.990, -1.112)  -0.21
C (0.284, -0.555, -0.290)  0.03
C (1.617, -1.055, -0.489)  -0.22
C (1.787, -2.002, -1.433)  0.07
C (0.002, 0.538, 0.803)  0.06
C (-1.230, 1.141, 0.773)  -0.21
C (-1.489, 2.212, 1.610)  0.11
N (-0.584, 2.660, 2.612)  -0.26
C (0.566, 1.959, 2.701)  0.12
C (0.917, 0.984, 1.748)  -0.21
C (-0.914, 3.698, 3.639)  -0.43
H (0.365, -3.082, -4.156)  0.29
H (1.137, -4.301, -3.029)  0.25
H (2.083, -2.879, -3.610)  0.21
H (-1.172, -2.249, -2.805)  0.31
H (-1.755, -0.653, -1.310)  0.28
H (2.521, -0.775, 0.032)  0.25
H (2.791, -2.360, -1.610)  0.25
H (-1.984, 0.942, 0.025)  0.27
H (-2.371, 2.832, 1.536)  0.25
H (1.106, 2.153, 3.616)  0.25
H (1.921, 0.585, 1.756)  0.25
H (-1.106, 3.220, 4.600)  0.26
H (-1.868, 4.129, 3.335)  0.24
H (-0.257, 4.540, 3.421)  0.26
Cl (-3.067, -3.141, -4.625)  -0.94

---

DFT (the ωB97M-V functional and the def2-TZVPD basis) results for a structure of composition C36H26Cl3IrN3O6SSb.

The HOMO energy (spin up / spin down) comes out at -9.21 / -11.16 eV. Its total charge is +1. The value obtained for the frontier orbital gap (spin up / spin down) is 5.335 / 4.361 eV. Its spin multiplicity is 6. The expectation value of S² is 8.84.

Last column: Löwdin spin population.
Element x y z (Å)
Ir (1.264, -1.067, 1.502)  1.63
S (0.064, -2.365, 3.258)  0.81
C (0.454, -3.575, 2.068)  0.05
C (0.107, -4.942, 2.034)  0.09
C (0.510, -5.642, 0.900)  -0.01
C (1.621, -5.220, 0.154)  0.08
C (1.982, -3.906, 0.300)  0.01
N (1.254, -3.067, 1.062)  0.09
H (-0.661, -5.312, 2.654)  0.01
H (-0.076, -6.551, 0.654)  0.00
H (1.934, -5.900, -0.610)  0.00
H (2.831, -3.448, -0.234)  0.00
O (6.946, -1.262, 0.571)  0.00
C (6.401, -0.934, -0.580)  0.00
O (7.084, -0.919, -1.594)  0.00
C (4.924, -0.761, -0.617)  0.01
C (4.012, -0.292, -1.592)  0.02
Cl (4.483, 0.152, -3.168)  0.01
N (2.741, -0.195, -1.173)  0.01
N (2.720, -0.451, 0.208)  0.11
C (3.941, -0.870, 0.547)  0.03
C (4.104, -1.449, 1.933)  0.00
O (5.121, -1.879, 2.512)  0.00
O (2.960, -1.541, 2.586)  0.05
C (1.659, 0.468, -1.828)  0.00
C (1.283, -0.061, -3.083)  0.00
C (0.052, 0.362, -3.612)  0.00
C (-0.667, 1.407, -2.941)  0.01
C (-0.138, 2.111, -1.825)  0.04
C (1.024, 1.606, -1.239)  0.02
H (6.300, -1.610, 1.252)  0.00
H (2.000, -0.783, -3.606)  0.00
H (-0.210, 0.114, -4.618)  0.00
H (-1.702, 1.626, -3.159)  0.00
H (-0.268, 3.546, -0.309)  0.04
H (1.680, 2.174, -0.531)  0.00
Cl (3.114, 3.443, 0.896)  0.00
C (1.868, 3.160, 2.205)  0.00
Cl (2.743, 3.163, 3.751)  0.00
C (0.937, 1.969, 2.002)  0.02
O (-0.204, 2.129, 1.579)  0.08
O (1.538, 0.856, 2.289)  0.07
H (1.316, 4.075, 2.225)  0.00
C (-1.882, 5.787, -2.707)  0.31
C (-2.689, 4.830, -2.101)  0.00
C (-2.163, 3.653, -1.596)  0.26
C (-0.652, 3.474, -1.395)  0.07
C (0.106, 4.586, -2.110)  0.24
C (-0.496, 5.708, -2.594)  0.00
Sb (-1.083, -0.418, 0.809)  0.49
C (-2.230, -1.656, -0.527)  0.07
C (-3.614, -1.955, -0.289)  0.02
C (-4.296, -2.551, -1.323)  0.00
C (-3.721, -2.938, -2.564)  0.03
C (-2.427, -2.573, -2.802)  0.00
C (-1.622, -2.030, -1.718)  0.04
C (-2.367, 0.076, 2.501)  0.06
C (-2.958, -0.940, 3.208)  0.03
C (-3.964, -0.635, 4.185)  0.01
C (-4.252, 0.676, 4.374)  0.00
C (-3.605, 1.716, 3.669)  0.00
C (-2.711, 1.408, 2.685)  0.01
H (-2.268, 6.582, -3.383)  0.01
H (-3.801, 5.042, -2.052)  0.00
H (-2.823, 2.819, -1.272)  0.01
H (1.116, 4.474, -2.345)  0.01
H (0.020, 6.643, -2.811)  0.00
H (-4.069, -1.740, 0.738)  0.00
H (-5.313, -2.840, -1.227)  0.00
H (-4.369, -3.406, -3.300)  0.00
H (-1.994, -2.779, -3.746)  0.00
H (-0.587, -1.832, -1.864)  0.00
H (-2.690, -1.955, 2.943)  0.01
H (-4.403, -1.448, 4.822)  0.00
H (-5.086, 0.999, 5.065)  0.00
H (-3.921, 2.701, 3.853)  0.00
H (-2.231, 2.163, 2.045)  0.00

---

DFT (the ωB97M-V functional and the def2-TZVPD basis) results for a cluster of 2 separate species, C14H18Br2N3O4P in total.

The HOMO energy comes out at -9.38 eV. The SMILES is O=P(O)(O)Cc1c(Br)cc2nccnc2c1CCCBr.CC(N)=O. Its total charge is 0. The value obtained for the frontier orbital gap is 8.644 eV. Its spin multiplicity is 1.

Last column: natural (NBO) charge in e.
Element x y z (Å)
O (-4.239, 0.803, -2.654)  -1.07
P (-3.419, -0.389, -2.846)  2.36
O (-3.626, -1.520, -1.723)  -0.99
O (-3.700, -1.117, -4.245)  -0.99
C (-1.637, -0.028, -2.813)  -0.86
C (-0.816, -0.891, -1.898)  -0.03
C (-0.337, -2.151, -2.343)  -0.06
Br (-0.743, -2.785, -4.084)  0.05
C (0.412, -2.977, -1.575)  -0.22
C (0.757, -2.566, -0.279)  0.10
N (1.527, -3.384, 0.492)  -0.35
C (1.828, -2.949, 1.683)  0.01
C (1.401, -1.673, 2.151)  0.01
N (0.667, -0.875, 1.427)  -0.40
C (0.299, -1.314, 0.190)  0.17
C (-0.529, -0.492, -0.620)  0.01
C (-1.067, 0.796, -0.044)  -0.43
C (-1.825, 0.669, 1.298)  -0.42
C (-1.138, 1.454, 2.404)  -0.42
Br (-1.571, 0.791, 4.169)  -0.04
H (-3.786, -2.403, -2.071)  0.51
H (-3.407, -2.035, -4.281)  0.50
H (-1.548, 1.026, -2.567)  0.27
H (-1.280, -0.142, -3.838)  0.27
H (0.765, -3.934, -1.934)  0.24
H (2.430, -3.584, 2.325)  0.20
H (1.683, -1.333, 3.143)  0.21
H (-1.748, 1.254, -0.758)  0.22
H (-0.232, 1.497, 0.070)  0.24
H (-1.890, -0.379, 1.593)  0.22
H (-2.848, 1.024, 1.179)  0.22
H (-1.393, 2.511, 2.366)  0.22
H (-0.061, 1.384, 2.312)  0.25
O (1.760, 2.849, 2.142)  -0.63
C (2.894, 2.727, 1.725)  0.68
N (3.420, 1.502, 1.453)  -0.83
C (3.797, 3.912, 1.475)  -0.71
H (4.352, 1.375, 1.108)  0.39
H (2.835, 0.696, 1.605)  0.41
H (3.916, 4.460, 2.407)  0.24
H (3.317, 4.568, 0.752)  0.24
H (4.779, 3.627, 1.101)  0.21

---

DFT (the ωB97M-V functional and the def2-TZVPD basis) results for a structure of composition C31H27CrN6O3PS3.

The HOMO energy (spin up / spin down) comes out at -10.84 / -10.84 eV. Its total charge is +1. The value obtained for the frontier orbital gap (spin up / spin down) is 6.571 / 6.909 eV. Its spin multiplicity is 2. The expectation value of S² is 0.76.

Last column: Löwdin spin population.
Element x y z (Å)
Cr (0.558, 0.583, 0.562)  1.01
N (0.319, -2.046, 4.065)  0.00
C (0.236, -1.164, 3.069)  0.00
S (1.693, -0.665, 2.265)  0.01
N (-0.945, -0.689, 2.741)  0.00
N (-0.971, 0.108, 1.688)  -0.01
C (-2.123, 0.659, 1.382)  0.01
C (-2.144, 1.433, 0.194)  0.00
C (-3.266, 2.141, -0.262)  0.00
C (-3.184, 2.832, -1.451)  0.00
C (-1.981, 2.810, -2.160)  0.00
C (-0.908, 2.114, -1.635)  0.00
N (-0.973, 1.443, -0.488)  0.00
H (1.222, -2.415, 4.308)  0.00
H (-0.515, -2.369, 4.530)  0.00
H (-3.001, 0.477, 1.987)  0.00
H (-4.163, 2.139, 0.336)  0.00
H (-4.033, 3.379, -1.833)  0.00
H (-1.882, 3.333, -3.098)  0.00
H (0.060, 2.106, -2.126)  0.00
O (2.917, -0.707, -0.184)  0.00
S (2.925, 0.372, -1.168)  0.00
O (4.170, 1.004, -1.452)  0.00
O (1.861, 1.346, -0.762)  0.00
C (2.301, -0.470, -2.616)  0.00
C (2.896, -0.388, -3.858)  0.00
C (2.486, -1.256, -4.862)  0.00
C (1.520, -2.218, -4.600)  0.00
C (0.932, -2.298, -3.349)  0.00
C (1.305, -1.397, -2.355)  0.00
P (0.546, -1.459, -0.699)  -0.01
C (-1.217, -1.645, -1.136)  0.00
C (-1.745, -1.141, -2.320)  0.00
C (-3.088, -1.304, -2.605)  0.00
C (-3.918, -1.945, -1.701)  0.00
C (-3.418, -2.372, -0.481)  0.00
C (-2.074, -2.216, -0.197)  0.00
C (0.979, -3.165, -0.189)  0.00
C (0.176, -4.243, -0.561)  0.00
C (0.505, -5.525, -0.162)  0.00
C (1.651, -5.753, 0.582)  0.00
C (2.476, -4.694, 0.915)  0.00
C (2.144, -3.407, 0.530)  0.00
H (3.687, 0.328, -4.010)  0.00
H (2.933, -1.199, -5.841)  0.00
H (1.229, -2.917, -5.370)  0.00
H (0.195, -3.058, -3.137)  0.00
H (-1.097, -0.637, -3.025)  0.00
H (-3.483, -0.938, -3.541)  0.00
H (-4.954, -2.111, -1.947)  0.00
H (-4.074, -2.834, 0.241)  0.00
H (-1.672, -2.561, 0.747)  0.00
H (-0.717, -4.093, -1.149)  0.00
H (-0.137, -6.348, -0.435)  0.00
H (1.899, -6.753, 0.902)  0.00
H (3.384, -4.865, 1.475)  0.00
H (2.798, -2.587, 0.776)  0.00
N (0.220, 7.092, 3.466)  0.00
C (0.654, 5.941, 3.993)  0.00
S (1.114, 5.872, 5.580)  0.00
C (0.700, 4.739, 3.156)  0.00
C (0.522, 4.736, 1.767)  0.00
C (0.563, 3.539, 1.081)  0.00
N (0.731, 2.353, 1.667)  0.00
C (0.951, 2.356, 2.986)  0.00
C (0.949, 3.499, 3.752)  0.00
H (0.211, 7.915, 4.046)  0.00
H (-0.037, 7.183, 2.498)  0.00
H (0.370, 5.648, 1.208)  0.00
H (0.455, 3.531, 0.005)  0.00
H (1.145, 1.399, 3.454)  0.00
H (1.138, 3.444, 4.813)  0.00

---

DFT (the ωB97M-V functional and the def2-TZVPD basis) results for a cluster of 2 separate species, CH4S4 in total.

The HOMO energy (spin up / spin down) comes out at -9.12 / -8.61 eV. Its total charge is 0. The value obtained for the frontier orbital gap (spin up / spin down) is 7.460 / 6.609 eV. Its energy relative to the best compared isomer or geometry (same formula, charge and spin) is 1.181 eV. Its spin multiplicity is 1.

Last column: natural (NBO) charge in e.
Element x y z (Å)
C (1.152, 0.200, 0.356)  -0.80
S (-0.775, -1.918, 0.953)  -0.20
S (-2.372, 0.928, -0.797)  0.02
S (1.116, -1.593, 0.666)  0.29
S (-0.993, 0.301, -2.143)  -0.15
H (2.027, 0.491, -0.307)  0.24
H (1.115, 0.580, 1.398)  0.23
H (0.307, 0.594, -0.241)  0.24
H (-1.578, 0.417, 0.115)  0.13

---

The DFT total energy results, record by record, are as follows: -55680.64490; -28164.40572; -112274.47298; -176847.84214; -117880.17563; -44441.13148 eV.
The max |F| results, record by record, are as follows: 0.060; 0.065; 0.102; 0.011; 0.044; 0.032 hartree/bohr.